Molecular formula: C47H35F4O9P2S
Method: DFT, ωB97M-V/def2-TZVPD

Values from the calculation:
- net charge = -1
- E_HOMO (eV) = -4.11
- E_LUMO (hartree) = -0.011
- gap between HOMO and LUMO (eV) = 3.823

Last column: Löwdin charge in e.
Positions of all 98 atoms, in Å:
O -2.8067 4.1435 3.9774  -0.120
C -3.5268 3.2202 4.9168  -0.234
C -2.8773 1.7326 4.6893  -0.270
P -3.6990 0.3251 5.6838  0.406
F -3.0525 0.7990 7.2641  -0.333
P -1.9218 -0.9138 5.1803  0.217
S -0.6715 -1.0173 6.7086  -0.054
O -4.1658 -1.1453 6.5655  -0.436
C -5.4083 -0.8548 7.3250  -0.213
C -6.2751 0.0518 6.2193  -0.195
O -5.2698 1.1000 5.8553  -0.381
C -3.2769 3.8532 6.4222  -0.179
F -3.4255 5.3475 6.2538  -0.041
F -1.8597 3.6496 6.8782  0.000
F -4.2907 3.4601 7.4277  0.017
H -1.8220 3.9140 4.1078  0.114
H -4.6695 3.3052 4.5960  0.177
H -1.7208 1.7153 4.8704  0.085
H -3.0339 1.4742 3.5362  0.113
H -4.2535 -0.3018 4.5024  -0.001
H -2.3197 -2.3065 4.9356  -0.038
H -1.2287 -0.4500 4.0060  -0.057
H -5.3020 -0.0677 8.2117  0.123
H -5.9244 -1.7973 7.7880  0.116
H -7.2394 0.5937 6.6014  0.124
H -6.3582 -0.6907 5.3181  0.103
C -5.5461 -1.0341 1.2203  -0.045
C -6.2742 -1.3078 0.0627  -0.059
C -5.6302 -1.8303 -1.0601  -0.002
C -4.2508 -2.0687 -1.0295  -0.092
C -3.5189 -1.7720 0.1196  -0.081
C -4.1699 -1.2643 1.2514  0.016
C -2.0556 -1.9729 0.1463  -0.275
O -1.4124 -1.7159 1.1565  0.097
C -1.3781 -2.4793 -1.0639  -0.082
C 0.0158 -2.6196 -1.0715  0.009
C 0.6632 -3.1105 -2.2074  -0.060
C -0.0781 -3.4705 -3.3324  -0.066
C -1.4663 -3.3265 -3.3296  0.000
C -2.1164 -2.8206 -2.1961  -0.087
C -3.5812 -2.6383 -2.2157  -0.282
O -4.2330 -2.9501 -3.2057  0.086
H -6.0494 -0.6356 2.0984  0.107
H -7.3446 -1.1165 0.0343  0.105
H -6.2059 -2.0464 -1.9585  0.118
H -3.6072 -1.0431 2.1566  0.099
H 0.6017 -2.3439 -0.1962  0.124
H 1.7462 -3.2137 -2.2130  0.107
H 0.4252 -3.8597 -4.2148  0.101
H -2.0380 -3.6050 -4.2133  0.118
C 6.0016 6.6106 0.9212  -0.065
C 5.0824 6.8576 -0.0982  -0.065
C 3.7378 7.0699 0.2104  0.003
C 3.3083 7.0230 1.5422  -0.085
C 4.2230 6.7517 2.5590  -0.084
C 5.5752 6.5564 2.2490  0.003
C 3.7726 6.6508 3.9623  -0.279
O 4.5761 6.4160 4.8564  0.094
C 2.3397 6.8280 4.2710  -0.090
C 1.8900 6.6777 5.5893  0.009
C 0.5385 6.8568 5.8921  -0.045
C -0.3638 7.1948 4.8839  -0.047
C 0.0804 7.3397 3.5688  0.010
C 1.4335 7.1462 3.2605  -0.090
C 1.8873 7.2665 1.8608  -0.280
O 1.0942 7.5590 0.9734  0.093
H 7.0511 6.4542 0.6816  0.104
H 5.4125 6.8872 -1.1342  0.104
H 3.0267 7.2673 -0.5902  0.120
H 6.2974 6.3577 3.0388  0.120
H 2.5885 6.4171 6.3829  0.122
H 0.1906 6.7345 6.9155  0.113
H -1.4154 7.3415 5.1206  0.110
H -0.6306 7.5989 2.7861  0.123
C 1.5169 -3.0799 -8.5143  -0.056
C 1.1874 -3.8889 -9.6015  -0.057
C 1.8708 -5.0876 -9.8124  0.005
C 2.8958 -5.4730 -8.9398  -0.087
C 3.2416 -4.6522 -7.8671  -0.086
C 2.5427 -3.4581 -7.6470  0.006
C 4.3540 -5.0245 -6.9693  -0.279
O 4.6561 -4.3057 -6.0246  0.098
C 5.1021 -6.2701 -7.2314  -0.085
C 6.1959 -6.6060 -6.4229  0.007
C 6.9007 -7.7889 -6.6556  -0.058
C 6.5107 -8.6422 -7.6874  -0.060
C 5.4250 -8.3074 -8.4979  0.005
C 4.7255 -7.1139 -8.2752  -0.086
C 3.6010 -6.7513 -9.1603  -0.279
O 3.2606 -7.4984 -10.0703  0.095
H 0.9781 -2.1502 -8.3447  0.109
H 0.3964 -3.5878 -10.2848  0.108
H 1.6047 -5.7167 -10.6602  0.121
H 2.7980 -2.8189 -6.8036  0.122
H 6.5049 -5.9468 -5.6132  0.122
H 7.7529 -8.0452 -6.0299  0.108
H 7.0550 -9.5673 -7.8644  0.107
H 5.1294 -8.9761 -9.3047  0.121

Force components x, y, z for each atom (eV/Å):
1.11 -1.68 1.73
1.01 0.18 -0.86
-0.47 1.32 -0.50
-0.91 -1.05 0.66
-0.81 0.62 -2.48
1.32 -1.53 1.41
0.66 -0.04 -0.21
-2.81 1.14 1.34
-0.62 1.82 -0.06
1.95 -0.72 0.35
-0.40 -1.73 1.00
-0.29 1.29 0.44
0.47 -4.15 1.10
-4.80 0.68 -1.07
3.89 1.42 -3.04
-2.20 0.53 -0.32
2.61 -0.33 1.20
-2.11 0.48 -0.01
0.18 0.63 2.50
0.09 0.24 -0.31
0.00 1.30 -0.53
-0.67 -0.38 0.12
0.50 -1.79 -1.65
1.06 1.51 -1.39
1.81 -1.26 -0.86
-0.52 1.58 1.32
0.29 -0.07 -0.07
0.32 -0.15 -0.24
-0.19 0.12 0.24
-0.47 0.19 0.21
-0.55 0.19 0.30
-0.23 0.06 -0.03
0.70 0.38 1.42
-0.39 -0.18 -0.74
0.60 -0.19 -0.39
0.18 -0.12 -0.28
-0.28 0.12 0.27
-0.37 0.08 0.10
0.35 -0.02 0.00
0.57 -0.19 -0.30
-0.87 -0.30 -1.04
0.39 0.15 0.47
0.17 -0.07 -0.11
0.19 -0.05 -0.01
0.30 -0.02 0.15
-0.03 -0.08 -0.23
-0.32 -0.04 -0.12
-0.20 0.02 0.02
-0.10 0.06 0.15
-0.02 0.13 0.31
-0.22 0.01 0.31
-0.34 0.05 0.20
0.34 -0.05 -0.11
0.54 -0.08 -0.42
0.49 -0.02 -0.49
0.09 0.01 -0.33
0.79 -0.29 1.17
-0.38 0.16 -0.55
-0.41 -0.03 0.44
-0.31 0.05 0.08
0.36 -0.01 -0.17
0.15 0.04 -0.28
-0.07 -0.04 0.28
-0.47 0.03 0.34
-1.11 0.33 -0.94
0.54 -0.16 0.47
-0.19 0.02 0.06
-0.08 0.00 0.18
0.04 -0.02 0.34
-0.33 0.04 -0.07
-0.05 0.07 -0.33
0.06 -0.01 -0.21
0.19 -0.10 -0.06
0.30 -0.10 0.09
0.27 -0.17 0.16
0.25 -0.30 0.04
-0.18 0.29 0.03
-0.42 0.43 -0.16
-0.46 0.40 -0.17
-0.22 0.08 -0.20
0.34 0.89 1.14
-0.18 -0.44 -0.57
0.52 -0.43 0.14
0.19 -0.29 -0.05
-0.28 0.31 -0.02
-0.30 0.19 -0.15
0.26 -0.07 0.18
0.48 -0.42 0.16
-0.44 -0.90 -1.13
0.22 0.45 0.55
0.11 -0.18 -0.01
0.14 -0.08 0.13
0.18 0.03 0.28
0.08 -0.26 -0.17
-0.23 -0.06 -0.24
-0.17 0.07 -0.10
-0.12 0.17 0.02
-0.06 0.29 0.15

---

Molecular formula: C7H11N2O3
Method: DFT, ωB97M-V/def2-TZVPD

Values from the calculation:
- net charge = +1
- E_HOMO (alpha / beta) (eV) = -12.97 / -12.97
- E_LUMO (alpha / beta) (hartree) = -0.229 / -0.229
- gap between HOMO and LUMO (alpha / beta) (eV) = 6.748 / 6.749

Last column: Löwdin charge in e.
Positions of all 23 atoms, in Å:
C 0.1716 -0.4578 -0.7708  -0.032
C 0.2259 0.0370 0.5711  0.066
C -0.8048 -1.3676 -1.0206  -0.021
C 1.0894 1.0838 0.7827  -0.255
C 1.1395 1.8152 2.0722  0.013
C -2.3996 -2.4914 -2.4060  -0.107
C -0.9791 -1.9495 -2.3760  -0.225
N 2.4063 2.6676 2.4571  -0.325
N 0.3438 1.7292 3.1097  0.249
O 3.3360 2.6426 1.7432  0.188
O 2.2719 3.1702 3.5259  0.120
O 2.0544 1.4595 -0.0466  0.073
H 0.7817 -0.2082 -1.5814  0.112
H -0.3672 -0.2158 1.3344  0.093
H -1.6891 -1.6616 -0.3686  0.155
H -2.5596 -3.3177 -1.7589  0.077
H -2.7499 -2.5500 -3.5095  0.130
H -2.9993 -1.7785 -2.0428  0.020
H -0.8840 -1.2787 -3.1325  0.083
H -0.2996 -2.8531 -2.5885  0.165
H -0.6478 1.7155 2.9984  0.150
H 0.6214 2.1356 3.9790  0.131
H 1.9383 1.6739 -0.9716  0.140

Force components x, y, z for each atom (eV/Å):
-2.56 -2.02 2.50
2.96 2.87 -3.70
-0.39 -0.13 -0.64
-0.07 1.55 2.42
0.49 -1.43 -1.01
1.04 -0.93 -3.95
-0.42 -3.97 1.95
-1.65 -1.67 -0.25
-0.42 0.08 -1.17
1.41 0.36 -0.79
0.34 1.24 1.47
1.25 0.16 -0.30
1.21 0.61 -0.63
-2.46 -1.44 2.45
1.81 0.53 0.00
0.00 -1.27 -0.06
0.50 -0.84 1.91
-2.49 2.97 1.42
0.77 2.15 -2.12
-0.45 1.50 0.49
-0.66 -0.70 -0.28
0.65 0.51 0.48
-0.85 -0.12 -0.18

---

Molecular formula: C7H17N
Method: DFT, ωB97M-V/def2-TZVPD

Values from the calculation:
- net charge = +1
- E_HOMO (alpha / beta) (eV) = -14.98 / -14.91
- E_LUMO (alpha / beta) (hartree) = -0.106 / -0.292
- expectation value of S² = 0.75
- 2S+1 = 2
- gap between HOMO and LUMO (alpha / beta) (eV) = 12.096 / 6.975

Last column: Löwdin charge in e.
Positions of all 25 atoms, in Å:
C 0.1019 1.2624 1.6129  -0.129
N -0.4766 0.0183 1.0354  0.184
C -0.1051 -0.1536 -0.3344  -0.151
C -1.1895 -0.4629 -1.4633  -0.428
C -0.6020 0.0167 -2.7773  -0.067
C -1.6558 -1.8869 -1.5660  -0.065
C 1.6230 1.1922 1.4109  -0.251
C 2.2042 0.0695 2.1965  -0.097
H -0.0465 1.1946 2.6476  0.113
H -0.5523 2.1769 1.3212  0.194
H -1.4546 0.0282 1.2070  0.156
H 0.5776 -0.9364 -0.4656  0.139
H 0.4696 0.7404 -0.7327  0.140
H -1.9952 0.2579 -1.1426  0.144
H -1.4031 -0.2519 -3.5193  0.114
H 0.2324 -0.5851 -3.1097  0.092
H -0.3075 1.0682 -2.6772  0.091
H -2.7781 -1.7481 -1.1512  0.136
H -1.6619 -2.1901 -2.6279  0.086
H -1.1064 -2.5983 -0.9286  0.085
H 1.9656 2.1671 1.7556  0.121
H 1.9468 1.1170 0.3275  0.122
H 3.0730 -0.4557 2.0313  0.046
H 1.5531 -0.8086 2.0930  0.083
H 2.5631 0.4715 3.2480  0.143

Force components x, y, z for each atom (eV/Å):
0.48 -0.75 -0.73
0.29 3.27 -1.87
-0.55 0.56 -2.23
0.55 1.74 1.85
-0.95 -0.25 -0.20
-3.13 0.34 1.28
0.49 1.73 -1.99
-0.63 0.46 3.36
-0.40 -0.08 1.79
1.23 -1.42 -0.25
-1.33 -1.11 0.48
1.44 -1.48 0.19
-0.62 -0.78 1.06
0.26 -0.79 -0.77
0.73 1.14 0.36
0.52 -0.15 0.21
-0.31 -0.16 -0.76
2.33 -1.42 -1.14
-0.18 -0.19 0.74
-0.27 0.22 -0.38
0.40 -0.05 -0.04
-0.56 0.34 1.19
2.64 -0.20 -2.01
-0.56 0.23 1.23
-1.87 -1.19 -1.39

---

Molecular formula: H39O19
Method: DFT, ωB97M-V/def2-TZVPD

Values from the calculation:
- net charge = +2
- E_HOMO (alpha / beta) (eV) = -16.09 / -15.57
- E_LUMO (alpha / beta) (hartree) = -0.230 / -0.481
- expectation value of S² = 0.76
- 2S+1 = 2
- gap between HOMO and LUMO (alpha / beta) (eV) = 9.815 / 2.479

Last column: Löwdin charge in e.
Positions of all 58 atoms, in Å:
O 2.2519 -3.3957 0.3582  0.010
H 2.4057 -1.9247 -0.0926  -0.023
H 3.1324 -3.4969 0.6840  0.080
O 0.2566 3.2212 2.3399  -0.056
H 0.9840 3.4784 1.6327  0.092
H -0.0738 3.9793 2.6981  0.039
O -3.8234 0.7326 -1.6814  -0.011
H -4.5280 0.0718 -1.6043  0.071
H -3.4843 0.8460 -2.5207  -0.029
O 0.9519 0.9346 1.9866  -0.102
H -0.0459 1.2297 2.4833  0.181
H 1.2572 1.8015 1.6298  0.058
O 2.8350 -1.6277 2.6705  -0.027
H 2.1353 -1.1294 2.9191  -0.051
H 3.3717 -1.4926 3.5314  0.127
O 1.4847 -3.3288 -2.4962  -0.026
H 1.2153 -3.6055 -3.3258  0.001
H 0.7236 -3.1409 -1.8925  0.047
O -0.6762 2.0763 -0.8480  0.134
H -0.3694 1.3371 -1.5383  0.144
H -1.7330 2.0412 -0.8414  0.164
O 2.5803 -1.0113 -0.3526  0.014
H 2.8568 -0.8990 -1.4655  0.166
O 3.7045 -0.1197 -2.6425  -0.012
H 3.9650 -0.5839 -1.8300  0.043
H 3.4608 0.8552 -2.5834  0.122
O 1.5190 4.0098 0.0661  0.028
H 2.1072 4.7390 -0.0101  0.077
H -0.6085 -1.4579 -5.1566  -0.024
O -3.2224 1.4275 3.5182  -0.096
H -2.7014 0.6247 3.6168  0.003
H -3.5567 1.2551 2.4978  0.130
O -2.5422 -1.8843 -3.1694  -0.048
H -2.9666 -1.9342 -2.2024  0.098
H -2.3128 -2.7431 -3.3055  0.002
O -2.9293 -2.5331 -0.1925  -0.047
H 0.8998 4.2631 -0.5425  0.015
H 1.5963 -3.2038 1.0527  0.081
O 0.0772 -0.5716 0.2684  -0.060
H -0.4247 -1.3476 0.4364  0.029
H 0.1535 -0.0368 1.1866  0.058
O 3.8532 0.7265 2.4524  0.040
H 3.5129 1.0956 3.2984  0.100
H 3.6028 0.9334 1.6614  -0.077
O -0.5224 2.3540 4.4826  0.074
H -1.9857 -1.7836 1.5037  0.067
H -1.4133 2.2970 4.4149  -0.028
O -2.1332 -0.8328 1.8053  -0.085
H -0.3846 2.0671 3.5444  0.003
H -2.2133 -0.3555 0.9311  0.056
O -0.9902 -0.7875 -4.7565  0.050
H -1.7563 -0.9290 -4.3140  -0.071
H -3.5138 -1.9276 0.1891  0.011
O -1.5896 1.6164 -3.1369  0.035
H -1.4986 0.6887 -3.0858  0.004
H -1.0695 1.7059 -3.9665  0.123
H -3.2276 -3.4919 -0.0584  0.139
H 1.4017 -0.8322 -0.2478  0.157

Force components x, y, z for each atom (eV/Å):
-2.01 0.47 -0.91
0.96 -2.63 0.15
0.74 -0.31 1.16
2.90 -1.89 -3.88
-2.05 0.33 1.50
-1.32 3.57 1.63
-0.62 -0.42 3.91
0.27 0.47 -0.73
0.34 0.06 -3.05
-4.15 0.88 2.20
4.78 -1.31 -2.47
-0.46 -1.29 0.42
4.18 -2.58 1.52
-3.90 2.70 0.69
-0.59 -0.74 -2.30
0.43 1.54 3.71
-1.24 -0.83 -2.40
0.85 -0.66 -1.37
-1.74 -1.56 -1.63
-1.11 1.81 1.95
2.60 -0.16 -0.16
-2.26 2.94 -3.53
-2.39 -0.56 3.24
-1.19 0.43 -0.35
2.03 1.65 -0.50
0.87 -1.95 0.71
1.90 -1.56 2.10
1.48 0.96 0.39
2.33 -5.15 -2.86
-0.89 -0.62 -4.33
-0.05 -0.41 0.36
0.99 0.94 4.05
-3.01 3.39 4.70
1.34 0.20 -2.95
1.09 -3.99 -0.95
1.56 -3.31 -1.20
-3.13 0.55 -2.44
1.18 -0.61 0.36
1.24 1.15 0.08
-0.71 -1.14 0.00
0.87 -0.59 -1.95
3.48 -2.22 8.59
-0.08 0.26 -1.94
-3.00 2.59 -6.56
4.03 -0.86 -1.11
-0.61 1.57 0.77
-5.38 0.17 0.81
0.26 -0.71 -1.76
0.77 0.99 1.74
0.03 -0.64 1.38
1.66 7.39 0.75
-3.41 -1.74 1.53
-1.97 0.88 1.14
0.73 1.43 -0.81
-0.12 -2.50 0.34
-0.33 0.70 0.15
0.19 2.21 -0.10
1.65 0.68 0.26

---

The evaluated energy relative to the best compared isomer or geometry (same formula, charge and spin) for the records listed, in turn: 450.6 581.0 223.1 641.4 kJ/mol.